(1)
Formula: C15H41BClN3O3P2
Source: OMol25
Level of theory: wB97M-V/def2-TZVPD

SMILES: CCCCO[PH2](C[C@@H](C)Cl)B(O)CC.CN(C)P(=O)(N(C)C)N(C)C
ΔE to the lowest compared entry with this formula, charge and spin in kcal per mole: 18.1

Structure (ORCA input):
```
! RIJCOSX wB97M-V def2-TZVPD def2/J DEFGRID3
* xyz 0 1
C 5.4519 0.1299 2.7971
C 5.9425 -0.5673 1.5265
C 5.3164 -0.0471 0.2265
C 3.7956 0.1292 0.2214
O 3.1097 -0.9712 -0.3510
P 2.5217 -2.1837 0.7540
C 1.9648 -3.6700 1.8843
C 2.9681 -4.8031 1.7318
C 4.1374 -4.7114 2.7215
Cl 2.1187 -6.3920 2.0193
B 0.8120 -1.3573 1.0673
O -0.1824 -1.4198 0.1298
C 0.5701 -0.6337 2.4528
C -0.7419 0.1747 2.5391
H 6.1839 0.0979 3.6022
H 4.5591 -0.3773 3.1702
H 5.1845 1.1728 2.6256
H 5.8620 -1.6505 1.6275
H 7.0169 -0.3775 1.4537
H 5.5272 -0.7799 -0.5557
H 5.8202 0.8670 -0.0879
H 3.5681 0.9917 -0.4094
H 3.3936 0.3748 1.2120
H 3.5915 -1.9638 1.6412
H 2.6448 -3.0969 -0.3086
H 2.0129 -3.3312 2.9202
H 0.9649 -4.0171 1.6242
H 3.3760 -4.8755 0.7249
H 5.0291 -4.2810 2.2677
H 4.3655 -5.6870 3.1389
H 3.8612 -4.0818 3.5682
H -0.9939 -1.8207 0.4681
H 0.6377 -1.3742 3.2553
H 1.4071 0.0491 2.6328
H -1.5057 -0.3986 3.0623
H -0.5746 1.0516 3.1643
H -1.0951 0.5137 1.5690
C -1.4998 1.1955 -2.0146
N -2.8619 0.7325 -2.1492
C -2.9761 -0.6486 -2.5822
P -4.3289 1.4863 -1.7208
O -4.7812 0.7320 -0.5213
N -4.2337 3.0770 -1.0456
C -3.0580 3.9290 -1.0781
C -4.9533 3.2713 0.2138
N -4.6714 2.0180 -3.2694
C -3.7024 2.2899 -4.3103
C -6.0096 2.5633 -3.4885
H -0.9516 1.0659 -2.9570
H -0.9666 0.6459 -1.2312
H -1.4316 2.2512 -1.7750
H -3.2311 -0.7213 -3.6494
H -3.7474 -1.1774 -2.0170
H -2.0370 -1.1795 -2.4230
H -2.2002 3.4919 -0.5558
H -3.2787 4.8734 -0.5783
H -2.7728 4.2045 -2.0964
H -4.3809 2.9340 1.0867
H -5.9007 2.7416 0.2085
H -5.1803 4.3333 0.3342
H -2.8324 2.8466 -3.9584
H -4.1739 2.8870 -5.0899
H -3.3402 1.3749 -4.7873
H -6.0454 3.6397 -3.2859
H -6.7328 2.0745 -2.8339
H -6.3417 2.3846 -4.5122
*
```

(2)
Formula: C15H41BINO5PS
Source: OMol25
Level of theory: wB97M-V/def2-TZVPD

ΔE to the lowest compared entry with this formula, charge and spin in kcal per mole: 15.2

Structure (ORCA input):
```
! RIJCOSX wB97M-V def2-TZVPD def2/J DEFGRID3
* xyz 1 1
C 7.2961 -1.0827 3.0972
C 7.2045 0.0515 2.0200
C 5.9178 0.9434 2.1519
I 6.5946 2.8932 2.9090
S 4.6835 0.2432 3.3392
P 3.9151 1.7814 4.6723
O 2.7031 1.1147 5.2982
B 3.0858 -0.2749 2.4261
N 2.4598 0.6194 1.4342
O 2.5157 -1.5079 2.7384
H 6.5019 -1.8293 2.9256
H 7.2725 -0.6941 4.1246
H 8.2613 -1.5862 2.9386
H 8.1215 0.6468 2.1294
H 7.2178 -0.4247 1.0273
H 5.4529 1.1588 1.1786
H 4.8535 2.0370 5.7103
H 3.6178 2.9585 3.9423
H 1.6041 0.9431 1.8961
H 2.1314 -0.0174 0.7052
H 2.2579 -1.4951 3.6692
C -2.2734 -1.2716 -0.9193
C -1.7866 -0.9766 0.4886
O -1.0075 0.2074 0.5877
C -1.6519 1.4153 0.2027
C -2.8900 1.7348 1.0202
H -1.4285 -1.3520 -1.6064
H -2.8310 -2.2091 -0.9388
H -2.9299 -0.4872 -1.2977
H -1.1418 -1.7929 0.8196
H -2.6240 -0.9390 1.1920
H -1.8838 1.3948 -0.8670
H -0.9189 2.2119 0.3455
H -3.6620 0.9724 0.9092
H -3.3137 2.6895 0.7041
H -2.6409 1.7971 2.0816
C -1.5259 -7.6865 -2.8225
C -1.4845 -6.1754 -2.9739
O -2.5892 -5.5117 -2.3835
C -2.7554 -5.6951 -0.9890
C -1.5722 -5.2173 -0.1653
H -2.4451 -8.0871 -3.2536
H -0.6734 -8.1410 -3.3296
H -1.4927 -7.9938 -1.7762
H -1.5134 -5.9240 -4.0347
H -0.5446 -5.7691 -2.5844
H -2.9880 -6.7421 -0.7693
H -3.6391 -5.1180 -0.7121
H -0.6598 -5.7677 -0.3996
H -1.7753 -5.3448 0.8994
H -1.3765 -4.1604 -0.3601
C -1.5355 4.4258 -3.0130
C -2.9899 4.2658 -2.6036
O -3.3409 5.0113 -1.4508
C -3.1799 6.4181 -1.5427
C -4.0059 7.0575 -2.6447
H -0.8745 4.1366 -2.1926
H -1.3150 3.7996 -3.8791
H -1.2969 5.4563 -3.2786
H -3.1741 3.2187 -2.3567
H -3.6589 4.5101 -3.4346
H -2.1196 6.6713 -1.6509
H -3.4974 6.8208 -0.5799
H -3.7235 6.6927 -3.6333
H -3.8720 8.1401 -2.6373
H -5.0653 6.8362 -2.5036
*
```